# 1
Computed, not measured: C28H60BCsO14S7 as an isolated structure at a distorted geometry, with ωB97M-V/def2-TZVPD.

Properties
LUMO level, eV: -0.650
Total charge: 0
Energy above the lowest of the compared OMol25 structures with the same formula, charge and spin, kJ/mol: 0.0

Structure (XYZ):
```
111
Properties=species:S:1:pos:R:3:lowdin_charge:R:1
Cs 0.51861 -14.42657 -6.37304 0.976
B -1.85056 -16.69034 -6.03597 -0.548
H -2.63275 -17.51181 -5.60841 -0.029
H -2.31437 -15.62804 -6.29554 -0.063
H -0.99940 -16.54184 -5.21764 -0.095
H -1.24330 -17.08612 -6.99879 -0.045
C -2.79473 -20.31894 -7.15065 -0.232
C -2.33229 -21.76317 -7.33616 -0.205
C -1.64279 -21.83866 -8.70116 -0.212
S -2.54831 -20.68777 -9.75550 0.677
O -3.53970 -21.45058 -10.46457 -0.303
O -1.60120 -19.86484 -10.46644 -0.338
C -3.32878 -19.75104 -8.44174 -0.199
H -1.93300 -19.73910 -6.79815 0.080
H -3.49665 -20.23970 -6.31899 0.100
H -3.20759 -22.42135 -7.34521 0.122
H -1.72274 -22.10476 -6.50049 0.109
H -1.71581 -22.82661 -9.14477 0.103
H -0.61875 -21.47726 -8.60603 0.092
H -4.40055 -19.92830 -8.55378 0.097
H -3.16949 -18.68800 -8.60832 0.101
C 0.16945 -20.11370 -3.21735 -0.193
C -1.07339 -19.39503 -3.74629 -0.234
C -2.22362 -19.92315 -2.91022 -0.215
S -1.60609 -19.59977 -1.26442 0.667
O -2.12394 -20.51265 -0.28675 -0.317
O -1.70229 -18.17602 -1.03556 -0.328
C 0.11544 -19.98430 -1.68051 -0.205
H 1.07575 -19.66937 -3.62771 0.108
H 0.15433 -21.17610 -3.46172 0.113
H -1.30499 -19.54805 -4.79932 0.087
H -0.97732 -18.31960 -3.62783 0.097
H -2.40361 -20.99298 -3.01302 0.115
H -3.15824 -19.37315 -3.01705 0.108
H 0.35228 -20.92580 -1.18383 0.098
H 0.76730 -19.24685 -1.21671 0.104
C -1.21241 -15.40676 -10.10611 -0.235
C -0.88170 -15.77020 -11.54176 -0.198
C -2.04451 -16.64697 -12.04551 -0.212
S -3.51811 -15.96113 -11.30654 0.655
O -4.33754 -16.97484 -10.71266 -0.305
O -4.07259 -15.04300 -12.26214 -0.320
C -2.70231 -15.04231 -10.00525 -0.212
H -0.65663 -14.51616 -9.79156 0.103
H -0.96562 -16.22938 -9.43882 0.086
H 0.03401 -16.35308 -11.62329 0.106
H -0.81877 -14.89968 -12.19605 0.121
H -1.90589 -17.69882 -11.79039 0.086
H -2.13051 -16.59962 -13.12888 0.106
H -3.05727 -15.45784 -9.06063 0.087
H -2.95421 -13.98776 -10.06975 0.102
C -6.33799 -17.57032 -4.30167 -0.205
C -7.77124 -17.29348 -4.78941 -0.211
C -8.21138 -18.48478 -5.63479 -0.204
S -6.68198 -19.11829 -6.36951 0.662
O -6.65541 -18.86137 -7.78690 -0.315
O -6.41108 -20.44741 -5.86741 -0.331
C -5.58936 -17.96044 -5.54712 -0.240
H -6.42019 -18.43163 -3.62972 0.121
H -5.90159 -16.71495 -3.78969 0.105
H -7.76793 -16.39082 -5.40672 0.099
H -8.47042 -17.04608 -3.99050 0.118
H -8.87460 -18.30504 -6.47546 0.104
H -8.57625 -19.29945 -5.00884 0.102
H -5.52216 -17.15464 -6.28525 0.111
H -4.59911 -18.41023 -5.53631 0.063
C -3.79877 -12.20404 -6.22335 -0.212
C -4.77018 -11.24041 -6.92825 -0.206
C -6.19962 -11.61605 -6.55439 -0.205
S -6.13255 -13.32631 -5.95564 0.662
O -6.98521 -14.19435 -6.72507 -0.315
O -6.26486 -13.28195 -4.51991 -0.325
C -4.41438 -13.59090 -6.32278 -0.238
H -3.73039 -11.93923 -5.16477 0.113
H -2.78489 -12.17445 -6.62943 0.113
H -4.62596 -11.30181 -8.00859 0.116
H -4.56378 -10.20956 -6.64138 0.114
H -6.92055 -11.54640 -7.36274 0.104
H -6.55367 -11.09253 -5.66691 0.101
H -4.30187 -14.04010 -7.31050 0.103
H -4.04196 -14.32843 -5.61730 0.076
C -3.06114 -13.97195 -0.92146 -0.197
C -3.80708 -14.48298 -2.14499 -0.210
C -2.82642 -15.39478 -2.86028 -0.219
S -1.33181 -14.42777 -2.92915 0.642
O -1.34598 -13.52127 -4.06382 -0.437
O -0.16702 -15.25583 -2.73839 -0.337
C -1.67439 -13.54365 -1.40191 -0.213
H -2.92680 -14.78911 -0.20849 0.122
H -3.56397 -13.17075 -0.38342 0.117
H -4.11799 -13.66337 -2.79223 0.106
H -4.70078 -15.05624 -1.89813 0.121
H -3.13427 -15.75263 -3.84131 0.080
H -2.52432 -16.25578 -2.25478 0.093
H -1.54247 -12.47138 -1.55753 0.106
H -0.86093 -13.80313 -0.72435 0.103
C 1.60892 -18.98853 -7.49119 -0.198
C 2.54188 -17.90661 -6.95076 -0.220
C 3.47297 -17.49142 -8.08297 -0.211
S 2.32755 -17.34435 -9.46065 0.667
O 2.95117 -17.56329 -10.73213 -0.300
O 1.59391 -16.10923 -9.23250 -0.374
C 1.28687 -18.71969 -8.98043 -0.198
H 0.68799 -19.05439 -6.90700 0.100
H 1.99366 -20.00842 -7.40081 0.117
H 3.11522 -18.23176 -6.08516 0.121
H 1.91489 -17.05291 -6.70047 0.052
H 4.15660 -18.31207 -8.30675 0.116
H 3.98042 -16.53342 -8.01688 0.109
H 1.64537 -19.53536 -9.60701 0.108
H 0.22858 -18.54977 -9.16052 0.088
```



# 2
Computed, not measured: a 6-piece molecular cluster, C28H60F4O9 overall at a distorted geometry, with ωB97M-V/def2-TZVPD.

Properties
LUMO level, eV: 0.347
Total charge: 0

Structure (XYZ):
```
101
Properties=species:S:1:pos:R:3:lowdin_charge:R:1
C 3.36051 0.91057 -1.08676 -0.067
C 2.76512 1.67584 -2.42098 -0.331
O 2.33992 3.03356 -1.94314 -0.127
C 3.99392 1.93437 -3.47410 -0.038
C 3.96446 1.00334 -4.82340 -0.217
C 3.53123 -0.57521 -4.73411 -0.127
F 4.09904 -1.23710 -5.96807 -0.002
F 4.17398 -1.29548 -3.58172 -0.007
C 1.91726 -0.85895 -4.77670 -0.066
F 1.08385 0.30026 -5.17032 -0.017
F 1.67264 -1.93115 -5.79925 -0.041
C 5.59965 0.86487 -5.14695 -0.084
O 5.81449 1.32223 -6.55993 -0.034
C 4.74573 2.34947 -6.68012 -0.229
O 4.78279 3.61255 -7.11183 0.059
O 3.57954 1.64136 -6.12630 0.008
H 2.46399 0.75546 -0.33004 0.097
H 3.88038 -0.11961 -1.32191 0.075
H 4.17596 1.65377 -0.63066 0.110
H 1.80795 1.18302 -2.87903 0.144
H 1.37400 3.19012 -2.15817 0.112
H 3.90811 3.06774 -3.83325 0.163
H 4.99507 1.86948 -2.85490 0.136
H 1.52457 -1.30938 -3.74614 0.183
H 6.30991 1.63705 -4.57814 0.150
H 6.12257 -0.15897 -4.83004 0.163
C 2.58551 -4.83376 -1.99034 -0.072
C 1.96955 -3.71759 -1.16301 -0.278
O 0.76635 -3.19382 -1.71896 -0.180
C -0.31573 -4.10860 -1.87320 -0.273
C -0.78032 -4.72690 -0.56573 -0.075
H 2.76705 -4.49715 -3.01535 0.081
H 3.53307 -5.15722 -1.55063 0.078
H 1.92788 -5.70664 -2.04585 0.069
H 2.67850 -2.88499 -1.11537 0.105
H 1.80102 -4.03830 -0.12932 0.106
H -0.05735 -4.88132 -2.60485 0.108
H -1.14298 -3.53972 -2.30629 0.116
H 0.00288 -5.33350 -0.10344 0.067
H -1.64704 -5.37227 -0.73498 0.080
H -1.05495 -3.94714 0.15192 0.075
C -4.08670 -2.44423 2.34601 -0.078
C -3.25348 -1.17573 2.42586 -0.271
O -2.30541 -1.04944 1.36931 -0.168
C -2.82955 -1.00185 0.04473 -0.280
C -3.77101 0.16596 -0.19506 -0.072
H -3.44115 -3.32713 2.32026 0.077
H -4.75390 -2.51827 3.20926 0.078
H -4.70484 -2.46630 1.44329 0.065
H -2.68012 -1.19160 3.35813 0.119
H -3.89086 -0.28610 2.47125 0.103
H -3.30946 -1.95334 -0.20733 0.103
H -1.97076 -0.90400 -0.62493 0.116
H -4.66483 0.10109 0.43101 0.049
H -4.09513 0.18721 -1.23950 0.081
H -3.27591 1.11343 0.04079 0.081
C -9.32424 0.27833 4.67909 -0.082
C -7.84089 0.60907 4.67919 -0.277
O -7.11889 -0.01095 3.61836 -0.172
C -7.51899 0.32616 2.29255 -0.277
C -7.39218 1.80670 1.97705 -0.080
H -9.47657 -0.80459 4.71087 0.082
H -9.81683 0.73090 5.54416 0.078
H -9.82194 0.65092 3.77856 0.066
H -7.40041 0.24192 5.61155 0.118
H -7.67717 1.69204 4.66658 0.106
H -8.53591 -0.03207 2.10095 0.107
H -6.86405 -0.23381 1.61947 0.102
H -8.05118 2.41265 2.60446 0.066
H -7.65503 1.99873 0.93284 0.079
H -6.36785 2.15071 2.15276 0.081
C 3.82261 -1.49745 4.01411 -0.079
C 3.49231 -1.21571 2.55766 -0.276
O 4.53388 -0.54030 1.85765 -0.179
C 5.78703 -1.21420 1.77412 -0.274
C 5.70975 -2.55628 1.06668 -0.079
H 4.07934 -0.57092 4.53618 0.083
H 2.96981 -1.96248 4.51642 0.079
H 4.67725 -2.17386 4.11180 0.066
H 2.61558 -0.56159 2.51772 0.117
H 3.21531 -2.13476 2.03003 0.100
H 6.22825 -1.31879 2.77090 0.106
H 6.45487 -0.55759 1.20986 0.117
H 5.07514 -3.26342 1.60733 0.067
H 6.70566 -2.99997 0.97917 0.079
H 5.28591 -2.43844 0.06422 0.069
C -1.36587 6.26211 1.29627 -0.083
C -1.45168 4.83546 0.77951 -0.281
O -0.27423 4.40274 0.10317 -0.170
C 0.93082 4.39253 0.86426 -0.275
C 0.87556 3.48105 2.07825 -0.076
H -1.13227 6.95290 0.48071 0.082
H -2.31345 6.56083 1.75309 0.077
H -0.58159 6.37260 2.05137 0.066
H -2.26798 4.77485 0.05280 0.117
H -1.70394 4.13753 1.58514 0.104
H 1.20745 5.41292 1.14964 0.108
H 1.71781 4.03703 0.19358 0.096
H 0.12168 3.81028 2.79822 0.064
H 1.84240 3.46658 2.58949 0.079
H 0.61779 2.45961 1.78048 0.078
```



# 3
Computed, not measured: a 9-piece molecular cluster, C28H60NO18S overall at a distorted geometry, with ωB97M-V/def2-TZVPD.

Properties
LUMO level, eV: 2.043
Total charge: -1
Energy above the lowest of the compared OMol25 structures with the same formula, charge and spin, kJ/mol: 0.0

Structure (XYZ):
```
108
Properties=species:S:1:pos:R:3:lowdin_charge:R:1
N 0.30014 0.81932 0.30121 0.370
H 0.78814 1.51632 -0.21779 0.089
H 0.82114 0.07732 -0.08379 0.083
H -0.57786 0.93432 0.09621 0.040
H 0.69514 1.24032 1.12921 0.101
S -0.22186 3.98132 1.37021 0.062
O 0.75914 4.11032 0.34321 -0.416
O 0.30514 3.12532 2.47221 -0.451
O -0.63186 5.22132 1.95321 -0.389
O -1.30486 3.32532 0.69521 -0.423
O 0.81314 -1.06668 2.30621 0.109
C 0.49414 -1.41768 3.40121 -0.551
O 0.07514 -0.74568 4.44821 -0.029
C -0.15986 0.59632 4.27021 -0.222
C -0.13186 1.10932 5.71321 -0.076
C 0.46114 -2.93268 3.78721 0.036
H -1.12386 0.73832 3.97621 0.072
H 0.86314 1.19232 4.00021 0.177
H -0.93886 0.69732 6.42321 0.096
H -0.09686 2.13832 5.62321 0.045
H 0.77414 0.79032 6.40321 0.097
H 0.02414 -3.36968 2.91221 0.060
H 0.02814 -3.08968 4.83921 0.113
H 1.51314 -3.09268 3.90821 0.060
O 0.91214 1.08732 -3.29879 0.057
C 1.31614 2.08232 -3.92379 -0.505
O 0.86814 3.33832 -3.83579 -0.009
C 0.02014 3.77232 -2.81479 -0.197
C -1.39786 4.06032 -3.36979 -0.042
C 2.28814 1.99732 -5.01779 0.003
H 0.56914 4.43632 -2.20479 0.102
H -0.14186 2.85132 -2.18479 0.109
H -1.53486 4.81032 -4.15179 0.063
H -2.14386 4.31932 -2.53879 0.114
H -1.83486 3.19332 -3.80279 0.034
H 2.45814 0.92032 -5.32579 0.108
H 3.20914 2.40732 -4.80279 0.051
H 2.00914 2.44532 -6.01879 0.111
O 5.61414 -0.18468 3.78321 0.079
C 4.42814 0.09632 3.76821 -0.535
O 3.56114 -0.38968 4.62321 -0.025
C 3.82914 -1.38368 5.57221 -0.227
C 2.66414 -1.61168 6.54621 -0.041
C 3.81114 0.78632 2.60721 0.035
H 4.70014 -0.95168 6.11321 0.124
H 4.26914 -2.14168 4.88921 0.141
H 1.90614 -1.86068 5.76121 0.056
H 2.35214 -0.86068 7.27721 0.076
H 2.90114 -2.48968 7.18221 0.083
H 4.22114 0.48132 1.69321 0.058
H 3.92414 1.88632 2.61521 0.116
H 2.77014 0.60732 2.62121 0.047
O -2.49986 -1.63668 -4.66579 0.065
C -2.53286 -0.56968 -4.05779 -0.474
O -3.33486 0.44032 -4.46479 -0.053
C -4.29386 0.27632 -5.47379 -0.291
C -4.80186 1.68332 -5.62079 -0.081
C -1.76686 -0.26968 -2.71579 0.033
H -5.03886 -0.49268 -5.20879 0.123
H -3.88986 -0.14168 -6.48879 0.151
H -5.38986 1.99632 -4.60779 0.138
H -5.41586 1.50432 -6.47179 0.054
H -3.94286 2.33132 -5.74479 0.071
H -2.20486 -0.72668 -1.74279 0.104
H -1.68286 0.75232 -2.52579 0.040
H -0.91286 -0.73468 -3.12179 0.054
O -0.32786 -2.25568 -0.56679 0.005
C 0.05614 -3.43768 -0.16379 -0.487
O -0.68286 -4.40368 0.20421 -0.010
C -2.12286 -4.26768 0.28821 -0.201
C -2.77486 -5.40268 1.19621 -0.061
C 1.51914 -3.68168 0.17621 0.014
H -2.45086 -3.97768 -0.79679 0.150
H -2.34486 -3.21068 0.69521 0.127
H -3.87086 -5.49568 0.78121 0.100
H -2.73086 -4.90368 2.17421 0.059
H -2.23086 -6.44868 1.12921 0.107
H 2.22714 -3.70368 0.98921 0.092
H 2.11514 -2.93968 -0.19079 0.036
H 1.74614 -4.55168 -0.46179 0.094
O -5.39786 -0.32568 2.39521 -0.019
C -4.32686 -0.27168 1.58621 -0.295
O -4.33386 -0.67968 0.26921 -0.004
C -5.46886 -1.28968 -0.21479 -0.306
C -5.38886 -1.19268 -1.72479 -0.052
C -3.07386 0.49332 1.97921 0.067
H -6.46486 -0.92768 -0.00579 0.118
H -5.72386 -2.20968 0.19621 0.098
H -6.20386 -1.75168 -2.09679 0.060
H -4.35886 -1.57568 -2.07679 0.092
H -5.42486 -0.09168 -1.92579 0.103
H -2.86186 0.63832 3.08221 0.129
H -2.95086 1.17932 1.43321 -0.034
H -2.20886 0.03432 1.78021 0.036
O 3.06514 0.15932 -0.49179 0.078
C 3.57114 1.09332 -1.08279 -0.522
O 4.41514 1.05532 -2.08879 0.001
C 4.76914 -0.10868 -2.63079 -0.307
C 5.76614 0.13632 -3.76279 -0.080
C 3.32414 2.52332 -0.60179 0.031
H 3.92314 -0.70168 -3.08679 0.150
H 5.35914 -0.65568 -1.87979 0.132
H 6.56214 0.82632 -3.37279 0.083
H 5.41614 0.43232 -4.72979 0.039
H 6.39414 -0.91768 -3.99179 0.135
H 2.81714 3.16132 -1.22779 0.036
H 4.42314 2.84232 -0.54679 0.116
H 2.88714 2.78832 0.44121 0.112
```